Record 1
A 9-piece molecular cluster, CH19O9 overall, computed with the ωB97M-V functional and the def2-TZVPD basis.

CARTESIAN COORDINATES (ANGSTROEM)
1 C 14.370 -7.326 -15.711
2 O 13.594 -7.066 -14.589
3 H 14.856 -6.393 -15.997
4 H 13.720 -7.596 -16.556
5 H 14.924 -8.162 -15.465
6 O 11.958 -5.330 -15.904
7 H 11.094 -5.522 -15.635
8 H 12.528 -6.018 -15.489
9 O 11.747 -9.120 -14.966
10 H 12.081 -9.961 -14.659
11 H 12.538 -8.559 -15.022
12 O 14.642 -4.190 -15.067
13 H 14.507 -5.114 -15.330
14 H 14.421 -4.157 -14.132
15 O 16.697 -5.174 -13.650
16 H 16.327 -6.055 -13.578
17 H 16.060 -4.703 -14.197
18 O 12.021 -6.742 -12.477
19 H 12.584 -6.815 -13.261
20 H 11.553 -5.922 -12.635
21 O 15.244 -10.121 -13.191
22 H 15.810 -10.547 -12.600
23 H 15.362 -9.162 -13.091
24 O 13.030 -3.776 -18.059
25 H 12.831 -4.449 -18.684
26 H 13.171 -4.292 -17.286
27 O 15.371 -7.441 -12.782
28 H 15.164 -6.809 -12.103
29 H 14.687 -7.307 -13.472

## Properties
Energy above the lowest of the compared OMol25 structures with the same formula, charge and spin = 0.4051 eV
Net charge = -1
DFT total energy = -19774.48301 eV
HOMO = -5.9 eV
Max |F| = 2.77 eV/Å

***

Record 2
C20H40P2PdSi as an isolated structure, computed with the ωB97M-V functional and the def2-TZVPD basis.

CARTESIAN COORDINATES (ANGSTROEM)
1 P 1.356 0.498 -0.287
2 P -1.793 -0.252 0.620
3 C 0.502 -1.022 -0.863
4 C -1.031 -1.025 -0.851
5 H 0.910 -1.850 -0.260
6 H 0.848 -1.189 -1.885
7 H -1.431 -0.545 -1.759
8 H -1.386 -2.057 -0.840
9 C -2.012 -1.526 1.885
10 H -2.719 -1.124 2.624
11 H -1.051 -1.717 2.380
12 H -2.409 -2.450 1.444
13 C -3.426 0.314 0.120
14 H -4.007 -0.513 -0.312
15 H -3.314 1.125 -0.610
16 H -3.927 0.700 1.017
17 C 3.006 0.051 0.283
18 H 3.543 0.941 0.636
19 H 3.560 -0.386 -0.563
20 H 2.949 -0.676 1.098
21 C 1.687 1.512 -1.742
22 H 0.755 1.798 -2.233
23 H 2.314 0.932 -2.435
24 H 2.229 2.420 -1.444
25 Pd -0.222 1.233 1.077
26 C -1.046 -3.296 -2.853
27 C -0.773 -4.026 -1.755
28 C 0.295 -5.076 -1.695
29 C 1.637 -4.719 -2.386
30 C 2.025 -3.271 -2.376
31 C 1.750 -2.416 -3.382
32 C 0.851 -2.741 -4.538
33 C -0.433 -3.542 -4.202
34 C 2.282 3.392 1.586
35 H -1.865 -2.565 -2.865
36 H -1.427 -4.002 -0.874
37 H -0.084 -6.017 -2.135
38 H 0.497 -5.313 -0.639
39 H 2.425 -5.264 -1.844
40 H 1.638 -5.131 -3.407
41 H 2.668 -2.968 -1.539
42 H 2.279 -1.455 -3.457
43 H 1.420 -3.310 -5.296
44 H 0.556 -1.801 -5.034
45 H -1.190 -3.251 -4.947
46 H -0.251 -4.612 -4.375
47 H 2.371 4.493 1.656
48 H 2.634 3.100 0.584
49 H 2.974 2.966 2.332
50 C -0.892 5.883 2.937
51 Si -1.079 4.128 3.576
52 C -0.091 4.126 5.170
53 C -2.866 3.677 3.845
54 C -0.230 2.973 2.360
55 C 0.927 2.936 1.824
56 H -1.099 6.587 3.755
57 H -1.579 6.091 2.106
58 H 0.133 6.056 2.580
59 H -0.384 5.004 5.766
60 H -0.268 3.215 5.755
61 H 0.985 4.192 4.953
62 H -3.436 3.719 2.905
63 H -2.967 2.662 4.253
64 H -3.317 4.386 4.554

## Properties
Energy above the lowest of the compared OMol25 structures with the same formula, charge and spin = 0.0000 eV
Net charge = 0
DFT total energy = -51319.19416 eV
<S²> = 2.008
2S+1 = 3
HOMO (spin up / spin down) = -2.5 / -7.8 eV
Max |F| = 2.78 eV/Å

***

Record 3
A 3-piece molecular cluster, C18H42 overall, computed with the ωB97M-V functional and the def2-TZVPD basis.

CARTESIAN COORDINATES (ANGSTROEM)
1 C -1.805 2.565 3.206
2 C -2.234 1.901 1.912
3 C -1.995 0.383 2.025
4 C -2.249 -0.348 0.712
5 C -1.614 -1.787 0.788
6 C -1.788 -2.644 -0.338
7 H -2.384 2.189 4.167
8 H -2.105 3.611 3.254
9 H -0.706 2.438 3.269
10 H -1.335 2.220 1.217
11 H -3.275 1.969 1.611
12 H -2.368 -0.332 2.792
13 H -0.911 0.390 2.144
14 H -2.018 0.244 -0.093
15 H -3.336 -0.249 0.678
16 H -1.900 -2.292 1.587
17 H -0.504 -1.436 0.946
18 H -1.641 -3.726 -0.170
19 H -1.005 -2.193 -0.817
20 H -2.837 -2.626 -0.892
21 C 0.138 6.352 -0.191
22 C -0.613 4.956 -0.474
23 C 0.090 4.207 -1.632
24 C -0.734 3.008 -2.111
25 C -0.041 1.945 -3.092
26 C -0.887 0.602 -3.141
27 H 1.185 6.104 0.160
28 H -0.291 6.983 0.587
29 H 0.033 6.988 -1.017
30 H -1.599 5.265 -0.760
31 H -0.657 4.135 0.169
32 H 1.027 3.964 -1.353
33 H 0.050 4.839 -2.509
34 H -1.617 3.170 -2.549
35 H -1.097 2.450 -1.409
36 H 1.008 1.686 -2.747
37 H -0.192 2.474 -3.982
38 H -0.543 0.097 -3.977
39 H -1.824 0.853 -3.394
40 H -0.729 0.168 -2.182
41 C 3.616 -0.923 1.531
42 C 2.780 -2.152 1.657
43 C 2.836 -2.971 0.436
44 C 1.798 -4.215 0.435
45 C 1.885 -4.975 -0.863
46 C 0.781 -6.027 -0.944
47 H 4.571 -1.364 1.440
48 H 3.707 -0.483 2.428
49 H 3.467 -0.133 0.627
50 H 1.754 -1.807 1.814
51 H 2.819 -2.548 2.777
52 H 3.892 -3.423 0.450
53 H 2.453 -2.443 -0.425
54 H 0.844 -3.755 0.665
55 H 1.992 -4.823 1.247
56 H 2.637 -5.491 -1.071
57 H 1.677 -4.247 -1.859
58 H -0.262 -5.645 -0.878
59 H 1.298 -6.586 -0.046
60 H 0.768 -6.484 -1.790

## Properties
Energy above the lowest of the compared OMol25 structures with the same formula, charge and spin = 6.0396 eV
Net charge = 0
DFT total energy = -19339.39220 eV
SMILES = CCCCCC.CCCCCC.CCCCCC
HOMO = -10.3 eV
Max |F| = 11.10 eV/Å

***

Record 4
C38H80BBr2F4KN4O22 as an isolated structure, computed with the ωB97M-V functional and the def2-TZVPD basis.

CARTESIAN COORDINATES (ANGSTROEM)
1 K -3.684 -0.348 -1.431
2 B -0.585 0.360 -0.685
3 F -0.539 0.432 -2.029
4 F -0.456 -0.921 -0.287
5 F 0.415 1.197 -0.200
6 F -1.844 0.822 -0.413
7 C -1.507 2.929 8.129
8 C -0.347 3.398 7.191
9 O -0.136 2.473 6.145
10 C 0.173 2.948 4.965
11 O 0.242 4.108 4.659
12 O 0.464 1.916 4.151
13 C 0.775 2.158 2.810
14 H -2.418 2.810 7.542
15 H -1.623 3.751 8.835
16 H -1.371 1.969 8.627
17 H 0.617 3.662 7.626
18 H -0.662 4.335 6.730
19 H 0.729 1.202 2.289
20 H 1.804 2.494 2.681
21 H 0.151 2.880 2.283
22 C -2.039 2.604 -5.617
23 C -1.011 1.446 -5.697
24 O -1.678 0.367 -6.244
25 C -2.376 -0.505 -5.468
26 O -2.492 -0.502 -4.270
27 O -2.965 -1.385 -6.294
28 C -3.968 -2.303 -5.775
29 H -2.454 2.968 -6.557
30 H -1.540 3.449 -5.142
31 H -2.904 2.278 -5.039
32 H -0.701 1.246 -4.671
33 H -0.158 1.868 -6.228
34 H -4.876 -2.023 -6.308
35 H -4.394 -2.049 -4.804
36 H -3.719 -3.363 -5.832
37 C 7.610 6.320 2.079
38 C 6.242 6.778 1.409
39 O 5.191 6.158 2.187
40 C 3.923 6.074 1.793
41 O 3.512 6.191 0.625
42 O 3.173 5.902 2.902
43 C 1.734 6.101 2.951
44 H 7.589 5.267 2.359
45 H 7.815 7.023 2.887
46 H 8.381 6.407 1.313
47 H 6.269 6.419 0.380
48 H 6.152 7.862 1.352
49 H 1.124 5.264 2.610
50 H 1.383 7.042 2.527
51 H 1.566 6.050 4.027
52 C -2.017 -8.952 3.438
53 C -1.293 -7.599 3.149
54 O -1.262 -7.388 1.744
55 C -2.236 -6.554 1.123
56 O -3.055 -5.819 1.732
57 O -2.239 -6.619 -0.203
58 C -3.217 -5.934 -1.048
59 H -2.977 -8.988 2.924
60 H -2.074 -9.262 4.482
61 H -1.482 -9.773 2.960
62 H -0.279 -7.689 3.539
63 H -1.762 -6.810 3.736
64 H -3.022 -4.862 -1.051
65 H -4.253 -6.198 -0.837
66 H -3.003 -6.295 -2.054
67 C -3.442 4.473 1.362
68 C -4.040 3.018 1.288
69 O -5.479 3.187 1.085
70 C -6.018 2.754 -0.043
71 O -5.405 2.269 -0.979
72 O -7.338 2.888 0.030
73 C -8.301 2.517 -0.924
74 H -4.025 5.130 2.008
75 H -3.382 5.003 0.412
76 H -2.485 4.202 1.809
77 H -3.822 2.476 2.209
78 H -3.442 2.553 0.504
79 H -7.917 3.012 -1.815
80 H -9.315 2.828 -0.670
81 H -8.261 1.454 -1.164
82 C 7.123 -2.783 -4.549
83 C 5.606 -2.749 -4.555
84 O 5.064 -2.125 -3.414
85 C 3.838 -1.582 -3.419
86 O 3.042 -1.464 -4.366
87 O 3.508 -1.255 -2.139
88 C 2.190 -0.773 -1.945
89 H 7.470 -3.302 -5.442
90 H 7.463 -3.360 -3.689
91 H 7.609 -1.807 -4.566
92 H 5.174 -3.750 -4.563
93 H 5.232 -2.387 -5.513
94 H 1.435 -1.559 -1.939
95 H 1.791 -0.088 -2.692
96 H 2.062 -0.268 -0.987
97 C 4.681 0.423 0.691
98 O 4.469 0.233 1.931
99 N 4.877 1.626 0.080
100 C 5.000 1.844 -1.384
101 C 5.181 2.823 0.873
102 H 4.639 -0.354 -0.088
103 H 4.751 2.888 -1.575
104 H 4.368 1.172 -1.966
105 H 5.990 1.458 -1.627
106 H 6.238 3.011 1.059
107 H 4.602 3.657 0.475
108 H 4.608 2.728 1.795
109 C -4.608 -2.471 1.610
110 O -4.744 -1.588 0.742
111 N -3.877 -2.284 2.738
112 C -3.996 -3.129 3.859
113 C -2.757 -1.348 2.938
114 H -5.127 -3.435 1.726
115 H -4.000 -2.540 4.776
116 H -3.114 -3.765 3.932
117 H -4.994 -3.565 3.874
118 H -1.873 -1.867 3.311
119 H -2.512 -0.784 2.039
120 H -3.047 -0.635 3.709
121 C -1.389 -2.763 -2.714
122 O -2.493 -2.721 -2.133
123 N -1.104 -3.576 -3.777
124 C 0.021 -3.364 -4.729
125 C -1.903 -4.725 -4.069
126 H -0.540 -2.125 -2.422
127 H 0.846 -4.034 -4.485
128 H 0.352 -2.327 -4.680
129 H -0.374 -3.477 -5.739
130 H -2.106 -4.820 -5.136
131 H -1.434 -5.643 -3.713
132 H -2.907 -4.638 -3.655
133 C 1.793 -3.813 3.200
134 O 1.505 -4.940 3.568
135 N 1.293 -3.200 2.128
136 C 0.222 -3.860 1.261
137 C 1.647 -1.900 1.646
138 H 2.412 -3.163 3.837
139 H -0.568 -3.121 1.128
140 H -0.190 -4.771 1.695
141 H 0.586 -4.133 0.270
142 H 0.862 -1.150 1.546
143 H 2.251 -1.513 2.466
144 H 2.128 -1.766 0.677
145 Br -0.245 4.990 0.150
146 C 0.188 4.371 -1.709
147 C 1.764 4.049 -1.736
148 Br 2.501 3.795 -3.598
149 H 0.084 5.229 -2.373
150 H -0.453 3.599 -2.136
151 H 1.900 3.202 -1.063
152 H 2.236 4.910 -1.264

## Properties
Net charge = 0
DFT total energy = -259671.17635 eV
HOMO = -8.7 eV
Max |F| = 4.18 eV/Å

***

Record 5
An isolated ion of composition C5H5OS2 and charge -1, computed with the ωB97M-V functional and the def2-TZVPD basis.

CARTESIAN COORDINATES (ANGSTROEM)
1 C 0.890 -2.125 0.786
2 C 0.248 -1.405 0.028
3 C -0.419 -0.262 -0.448
4 C 0.472 0.929 0.035
5 S 2.098 0.809 -0.735
6 C -1.830 0.010 0.226
7 O -2.074 -0.475 1.347
8 S -2.803 1.002 -0.635
9 H 1.076 -2.855 1.515
10 H -0.667 -0.336 -1.584
11 H -0.031 1.869 -0.385
12 H 0.596 0.814 1.053
13 H 2.445 2.024 -1.203

## Properties
Energy above the lowest of the compared OMol25 structures with the same formula, charge and spin = 0.8079 eV
Net charge = -1
DFT total energy = -28983.01710 eV
SMILES = C#C[C@H](CS)C([O-])=S
HOMO = -3.7 eV
Max |F| = 4.76 eV/Å